This record from the Open Molecules 2025 dataset describes a 2-piece molecular cluster, C3H12N2S overall. The level of theory is the ωB97M-V functional and the def2-TZVPD basis.

The net charge is 0. The spin multiplicity is 1. The SMILES is CSC.NCN. As for the HOMO-LUMO gap: 9.245 eV. Its energy is -629.16963 Eh.

Geometry (Å):
C1 1.71 0.77 0.11
S1 1.70 -0.97 0.62
C2 1.88 -0.65 2.38
H1 2.73 1.13 0.22
H2 1.03 1.35 0.72
H3 1.36 0.87 -0.92
H4 0.91 -0.51 2.83
H5 2.26 -1.56 2.85
H6 2.55 0.14 2.62
N1 -1.66 -0.65 -0.22
C3 -2.28 0.02 -1.36
N2 -1.38 0.77 -2.18
H7 -0.99 -1.33 -0.57
H8 -2.28 -1.21 0.35
H9 -2.76 -0.71 -2.03
H10 -3.07 0.69 -1.02
H11 -1.06 1.64 -1.77
H12 -0.66 0.22 -2.63

Mulliken atomic charge list, values in e, 2 entries: -0.819 -0.093